# 1
Molecular formula: C7H13N2S
Method: DFT, wB97M-V/def2-TZVPD

```
23
Properties=species:S:1:pos:R:3
C -0.21651 -2.49425 -1.75672
S -1.29379 -1.82537 -0.54346
C -0.03947 -0.61828 0.18076
C 0.42176 -1.15088 1.48816
N 0.98078 -0.30547 -0.71745
C 1.22996 0.72211 -1.42979
C 0.32065 1.87180 -1.39420
C -0.58736 1.88067 -0.38840
N -0.84237 0.86653 0.54583
C -0.35391 1.42173 1.81062
H 0.10639 -1.73408 -2.54872
H -0.83294 -3.36498 -2.16798
H 0.66870 -3.06733 -1.30667
H -0.37356 -1.63736 1.99092
H 0.76057 -0.36402 2.06901
H 1.23293 -1.95023 1.34072
H 2.08638 0.68031 -2.10875
H 0.47823 2.86185 -1.96865
H -1.29401 2.71024 -0.22836
H -1.83537 0.59433 0.44922
H 0.73090 1.61555 1.81123
H -0.70346 2.46860 2.15248
H -0.64448 0.81853 2.72022
```

The HOMO energy comes out at -12.9 eV. The SMILES is CS[C@@]1(C)N=CC=C[N@@H+]1C. As for the charge: +1. The value obtained for the HOMO-LUMO gap is 8.52 eV. The value obtained for the energy relative to the best compared isomer or geometry (same formula, charge and spin) is 374.4 kJ/mol.

# 2
Molecular formula: C7H13N3
Method: DFT, wB97M-V/def2-TZVPD

```
23
Properties=species:S:1:pos:R:3
H 2.11183 2.29806 -1.70983
N 1.95714 1.81901 -0.78913
C 0.69602 1.91210 -0.53006
C 0.20932 1.36266 0.79297
C 1.13371 0.46761 1.64244
C 1.43792 -0.73522 0.71230
C 0.37013 -1.17376 -0.33912
C -1.03802 -0.73489 -0.01232
C -2.09687 -0.96851 -1.09640
N -2.54255 -2.14561 -1.38428
H -3.26942 -1.94782 -2.06796
N -1.08477 0.63863 0.44768
H -0.09163 1.96375 -1.30950
H -0.11289 2.17825 1.38738
H 0.70379 0.12549 2.57512
H 1.99650 1.11098 1.85382
H 2.22108 -0.46715 -0.06381
H 1.69696 -1.58023 1.35640
H 0.57974 -0.74056 -1.40258
H 0.33696 -2.24704 -0.42158
H -1.29668 -1.51612 0.83847
H -2.29856 -0.16028 -1.79921
H -1.61974 0.54067 1.31921
```

The HOMO energy comes out at -9.1 eV. The SMILES is [H]/N=C/[C@@H]1CCC[C@H](/C=N/[H])N1. The value obtained for the HOMO-LUMO gap is 10.01 eV. The value obtained for the energy relative to the best compared isomer or geometry (same formula, charge and spin) is 212.4 kJ/mol.

# 3
Molecular formula: C7H13N3
Method: DFT, wB97M-V/def2-TZVPD

```
23
Properties=species:S:1:pos:R:3
C -0.91436 -1.36043 1.24449
C -0.52499 2.37650 -0.02163
C -2.93791 -1.55709 -0.23976
C -1.69781 1.81067 -0.05196
C 1.00541 -0.14531 0.21549
C 2.18861 0.61696 0.55410
C 0.71596 -0.47116 -1.13987
N 0.46249 2.98918 0.03146
N 0.26972 -0.65557 1.22643
N -1.83010 -1.38004 0.37846
H -1.22280 -1.60055 2.26220
H -3.72994 -0.85523 -0.13948
H -3.03743 -2.37984 -0.93674
H -2.17794 1.54210 0.81147
H -2.28975 1.89514 -0.96021
H 2.11102 0.99816 1.54700
H 2.51754 1.45046 -0.18627
H 2.96245 -0.13445 0.48080
H 1.31438 0.18825 -1.81389
H -0.39450 -0.40116 -1.29418
H 0.97192 -1.54198 -1.35165
H 0.85815 3.91580 -0.08736
H 0.63522 -0.51710 2.17681
```

The HOMO energy comes out at -15.6 eV. As for the charge: +2. The value obtained for the HOMO-LUMO gap is 5.85 eV. The value obtained for the energy relative to the best compared isomer or geometry (same formula, charge and spin) is 449.4 kJ/mol.

# 4
Molecular formula: C7H13N3O2
Method: DFT, wB97M-V/def2-TZVPD

```
25
Properties=species:S:1:pos:R:3
C 1.89679 0.80186 1.61194
C 1.88942 -0.36716 -0.31240
C -1.42416 0.55473 -1.44005
C -0.40019 -1.66362 -1.77712
C -1.39112 -1.10101 0.50737
C -0.13525 1.83273 1.54649
C -0.69099 -0.53828 -0.74304
N 2.64919 0.01878 0.77051
N 0.58992 0.70409 1.21561
N 0.59281 0.01390 -0.15167
O 2.25134 1.39859 2.58323
O 2.34395 -1.03503 -1.24999
H -1.92746 1.34675 -0.76421
H -0.79021 1.00313 -2.19991
H -2.23571 -0.07759 -2.03157
H -0.18708 -2.61021 -1.12671
H 0.41990 -1.55244 -2.38448
H -1.27344 -1.79914 -2.33371
H -0.75667 -1.91547 0.88772
H -1.41199 -0.36852 1.30829
H -2.46896 -1.43598 0.15078
H -0.27513 2.67216 0.88370
H -1.22187 1.71832 1.88128
H 0.22187 2.28785 2.44965
H 3.73504 0.11155 0.71829
```

The HOMO energy (alpha / beta) comes out at -3.9 / -10.0 eV. Its multiplicity is 3. The value obtained for the HOMO-LUMO gap (alpha / beta) is 4.51 / 7.52 eV. The value obtained for the energy relative to the best compared isomer or geometry (same formula, charge and spin) is 172.4 kJ/mol.

# 5
Molecular formula: C7H13N4
Method: DFT, wB97M-V/def2-TZVPD

```
24
Properties=species:S:1:pos:R:3
H 0.68702 2.44165 -1.05577
N 0.07525 1.64617 -0.92759
C 0.43810 0.50575 -0.56220
C -0.58737 -0.51763 -0.38768
C -0.15653 -1.83484 -0.46553
N 0.17258 -2.95578 -0.40209
C -1.88519 -0.21343 -0.06679
C -2.21464 1.20567 0.14955
C -2.96288 -1.22979 0.23663
N 1.81809 0.22683 -0.28031
C 2.71158 1.21131 0.25248
N 2.38950 -1.05778 0.00782
H -3.28176 1.14842 0.73703
H -1.51947 1.77408 0.73185
H -2.26568 1.74219 -0.74184
H -3.06494 -1.48084 1.30647
H -3.88099 -0.66620 0.05841
H -2.81197 -2.20677 -0.27150
H 2.09451 1.96256 0.59082
H 3.13145 0.77782 1.18164
H 3.57607 1.67137 -0.37207
H 2.58178 -1.11744 1.02288
H 3.30321 -1.24945 -0.50981
H 1.65227 -1.78386 -0.23239
```

The HOMO energy (alpha / beta) comes out at -13.3 / -13.3 eV. The SMILES is [H]/N=C(/C(C#N)=C(C)C)N(C)[NH3+]. As for the charge: +1. The value obtained for the HOMO-LUMO gap (alpha / beta) is 9.74 / 9.75 eV. The value obtained for the energy relative to the best compared isomer or geometry (same formula, charge and spin) is 444.1 kJ/mol.

# 6
Molecular formula: C7H13N5O3
Method: DFT, wB97M-V/def2-TZVPD

```
28
Properties=species:S:1:pos:R:3
C 0.15344 1.68135 -1.73843
C 4.48637 -2.10545 6.64237
C -2.71208 -0.02809 0.16322
C -3.96417 0.76111 0.19697
C 0.93284 -1.15864 -2.00364
C -0.27203 1.99884 -2.92143
C -0.29990 -1.08875 -1.21573
N 1.01449 1.61765 0.43089
N 0.30387 0.60358 0.49892
N 1.06434 2.17997 -0.80145
N 4.24091 -3.18071 6.05307
N -0.43337 0.28233 -0.66003
O 4.68832 -1.19361 7.25761
O -2.45648 -1.08329 0.65199
O -1.74439 0.74370 -0.50924
H -4.76021 0.11622 0.50596
H -3.57534 1.61498 0.97949
H -4.09381 1.33482 -0.71203
H 0.94728 -2.15121 -2.35856
H 1.10449 -0.36453 -2.81694
H 1.84613 -0.93586 -1.43739
H -1.08630 1.34992 -3.22764
H 0.20708 2.65419 -3.71478
H -0.32042 -1.80436 -0.42980
H -1.19117 -1.33363 -1.67158
H 1.48786 3.13311 -0.86736
H 3.70397 -3.36154 5.15455
H 4.51264 -4.03667 6.49539
```

The HOMO energy comes out at -15.6 eV. As for the charge: +2. The value obtained for the HOMO-LUMO gap is 8.19 eV. The value obtained for the energy relative to the best compared isomer or geometry (same formula, charge and spin) is 319.7 kJ/mol.

# 7
Molecular formula: C7H13NO
Method: DFT, wB97M-V/def2-TZVPD

```
22
Properties=species:S:1:pos:R:3
C -0.72204 1.75542 0.67254
C -0.70341 0.61016 -0.31415
C 0.37168 0.76027 -1.31732
C 1.66789 0.65945 -0.48353
N 1.67264 -0.37240 0.62794
C 0.38340 -0.68646 1.32745
C -0.63621 -0.75930 0.23627
O -0.18075 -1.74778 -0.64790
C -1.98478 -0.23094 -0.16320
H 0.20368 2.09529 1.14669
H -1.38528 1.39890 1.44205
H -1.21416 2.67484 0.29107
H 0.39697 -0.01253 -2.10390
H 0.31940 1.74254 -1.80974
H 2.51391 0.31962 -1.08396
H 1.88839 1.58705 0.06384
H 1.98589 -1.24322 0.19505
H 0.53221 -1.60877 1.85142
H 0.12752 0.06371 2.06528
H -0.78733 -2.48109 -0.52688
H -2.42904 -0.74555 -1.02282
H -2.67388 0.14661 0.53112
```

The HOMO energy comes out at -8.4 eV. The SMILES is C[C@@]12CCNC[C@@]1(O)C2. The value obtained for the HOMO-LUMO gap is 9.25 eV. The value obtained for the energy relative to the best compared isomer or geometry (same formula, charge and spin) is 285.1 kJ/mol.

# 8
Molecular formula: C7H13NO
Method: DFT, wB97M-V/def2-TZVPD

```
22
Properties=species:S:1:pos:R:3
C -2.84478 0.29272 -0.03488
C -1.39150 -0.05257 -0.00511
C -0.32698 0.74062 0.08807
O -0.25989 2.10922 0.14553
C 0.95894 -0.05355 0.01311
C 1.95240 0.34949 1.10070
C 1.59422 0.12460 -1.36840
C 0.41300 -1.48563 0.19046
N -1.00516 -1.40211 -0.14694
H -3.24686 0.16887 -1.03764
H -3.40384 -0.36676 0.63242
H -3.01272 1.32225 0.28614
H -1.14800 2.47153 0.04754
H 2.22993 1.39058 0.97554
H 2.84733 -0.26485 1.04337
H 1.50828 0.22580 2.08854
H 2.51274 -0.45784 -1.44198
H 1.83734 1.16998 -1.52649
H 0.90838 -0.19945 -2.14683
H 0.56381 -1.82353 1.22406
H 0.90446 -2.19761 -0.47835
H -1.59116 -2.06183 0.35123
```

The HOMO energy comes out at -7.2 eV. The SMILES is CC1=C(O)C(C)(C)CN1. The value obtained for the HOMO-LUMO gap is 7.95 eV. The value obtained for the energy relative to the best compared isomer or geometry (same formula, charge and spin) is 65.5 kJ/mol.

# 9
Molecular formula: C7H13NO
Method: DFT, wB97M-V/def2-TZVPD

```
22
Properties=species:S:1:pos:R:3
C 1.83548 -0.42244 1.00252
C 1.53128 -0.11138 -0.40675
C 2.54793 0.73040 -1.04497
O 0.74087 -0.72167 -1.06578
H 1.05312 -0.85587 1.58495
H 2.13595 0.38632 1.56652
H 2.63634 -1.18620 1.21692
H 3.51875 0.22845 -1.11179
H 2.61874 1.59470 -0.41199
H 2.18017 1.11117 -1.98866
C -2.32547 -1.67508 0.36557
C -2.16743 -0.34892 -0.32374
C -1.78511 0.73800 0.63786
C -0.80127 1.41988 0.12903
N 0.09277 2.04768 -0.42506
H -2.61942 -2.41212 -0.33198
H -2.90082 -1.66828 1.24688
H -1.42285 -1.98072 0.87947
H -3.16353 -0.05555 -0.77075
H -1.31903 -0.45485 -1.23414
H -2.33162 0.87802 1.53330
H -0.05487 2.75846 -1.04740
```

The HOMO energy comes out at -8.5 eV. The SMILES is CC(C)=O.CCC=C=N. The value obtained for the HOMO-LUMO gap is 9.51 eV. The value obtained for the energy relative to the best compared isomer or geometry (same formula, charge and spin) is 309.4 kJ/mol.

# 10
Molecular formula: C7H13NO
Method: DFT, wB97M-V/def2-TZVPD

```
22
Properties=species:S:1:pos:R:3
C 0.26493 -0.41475 1.71401
C -0.47819 0.23763 0.54884
C -0.20157 1.73425 0.55862
C -1.96780 -0.06300 0.63858
C -0.12616 -0.14014 -1.22202
C 1.27539 0.22764 -1.76501
C 1.71346 -1.17742 -1.34243
O 2.69987 -1.86874 -1.44084
N 0.49969 -1.43371 -0.74589
H 0.00933 -1.47134 1.82933
H 1.34764 -0.31360 1.61006
H -0.03279 0.06013 2.65667
H -0.51513 2.16459 1.51877
H 0.86703 1.92952 0.43113
H -0.74364 2.25204 -0.23316
H -2.16588 -1.13060 0.51127
H -2.34866 0.23107 1.62584
H -2.53099 0.48657 -0.11739
H -0.87942 -0.34406 -1.99215
H 1.30785 0.39301 -2.84577
H 1.87012 1.01290 -1.29231
H 0.13492 -2.37199 -0.64614
```

The HOMO energy comes out at -8.8 eV. The SMILES is CC(C)(C)[C@H]1CC(=O)N1. The value obtained for the HOMO-LUMO gap is 9.56 eV. The value obtained for the energy relative to the best compared isomer or geometry (same formula, charge and spin) is 220.1 kJ/mol.

| no. | strongest force on any atom (hartree/bohr) |
| --- | --- |
| 1 | 0.083 |
| 2 | 0.061 |
| 3 | 0.069 |
| 4 | 0.131 |
| 5 | 0.101 |
| 6 | 0.090 |
| 7 | 0.034 |
| 8 | 0.013 |
| 9 | 0.073 |
| 10 | 0.104 |